47
Properties=species:S:1:pos:R:3:mulliken_charge:R:1 method="wB97M-V/def2-TZVPD" homo_energy_ev=-11.9 largest_force_ev_per_a=4.8 charge=+1 smiles="CCOC(=O)[C@@H]([C@@H](c1cccc(F)c1)c1cc(F)cc(F)c1)[n+]1ccccc1" e_tot_ha=-1354.267415 homo_lumo_gap_ev=7.565
F 2.196 2.677 3.412 -0.2912
C 2.340 1.328 3.147 0.0817
C 3.479 0.850 2.441 -0.8081
C 3.521 -0.513 2.154 0.1886
F 4.663 -1.030 1.664 -0.3105
C 2.402 -1.329 2.322 -0.5360
C 1.272 -0.815 3.036 0.1074
C 0.055 -1.745 3.213 1.4143
C -1.311 -1.066 2.865 0.1368
C -2.453 -1.827 3.011 -0.7262
C -3.730 -1.368 2.709 -0.5714
C -3.929 -0.073 2.225 -0.8823
C -2.786 0.685 1.964 0.2303
F -2.975 1.895 1.326 -0.3147
C -1.486 0.246 2.292 -0.8227
C 1.264 0.513 3.514 -0.9602
H 4.232 1.515 2.025 0.4796
H 2.464 -2.356 1.937 0.5932
H 0.119 -2.634 2.490 0.5088
H -2.306 -2.857 3.297 0.4473
H -4.560 -2.034 2.928 0.7418
H -4.927 0.262 1.927 0.4242
H -0.660 0.916 2.037 0.5188
H 0.404 0.910 4.078 0.7921
C -4.651 -2.869 5.571 -1.1742
C -3.329 -2.536 6.192 -0.3007
O -2.263 -2.874 5.280 -0.2488
C -1.093 -2.246 5.548 -0.0276
C 0.045 -2.455 4.539 -0.2349
N 1.382 -2.561 5.275 0.3672
C 1.649 -2.119 6.552 -0.0516
C 2.813 -2.581 7.189 -0.6855
C 3.822 -3.234 6.478 -0.3641
C 3.618 -3.417 5.106 -0.7417
C 2.339 -3.277 4.577 -0.0097
O -0.997 -1.643 6.593 -0.6459
H -5.447 -2.905 6.329 0.4243
H -4.926 -2.074 4.879 0.2590
H -4.626 -3.806 5.017 0.3078
H -3.263 -1.480 6.427 0.3525
H -3.145 -3.129 7.072 0.3594
H -0.117 -3.616 4.238 0.4499
H 0.841 -1.558 7.089 0.5816
H 2.854 -2.424 8.255 0.4178
H 4.726 -3.629 6.939 0.4437
H 4.375 -3.775 4.431 0.4565
H 2.035 -3.681 3.601 0.6236

---

14
Properties=species:S:1:pos:R:3:mulliken_charge:R:1 method="wB97M-V/def2-TZVPD" homo_energy_ev=-8.7 largest_force_ev_per_a=0.3 de_lowest_kcal_mol=120.8 e_tot_ha=-270.365435 homo_lumo_gap_ev=9.588
C -1.027 0.660 -0.531 -0.5942
C -1.503 -0.128 0.640 -0.7046
C -0.032 -0.048 0.340 0.9144
C 0.819 -1.231 -0.010 -0.5429
O 1.821 -0.759 0.744 -0.2072
C 1.136 0.455 1.162 -0.3742
H -1.181 0.265 -1.531 0.2361
H -1.052 1.745 -0.457 0.2470
H -1.865 0.405 1.515 0.2448
H -1.972 -1.091 0.460 0.2614
H 1.061 -1.225 -2.357 -0.2016
H 1.101 -0.877 -3.017 0.2103
H 1.027 0.490 2.249 0.2574
H 1.665 1.339 0.793 0.2533

---

20
Properties=species:S:1:pos:R:3:mulliken_charge:R:1 method="wB97M-V/def2-TZVPD" homo_energy_ev=-9.9 largest_force_ev_per_a=5.6 de_lowest_kcal_mol=53.1 e_tot_ha=-494.559166 homo_lumo_gap_ev=10.689
C -1.949 -0.104 1.575 -0.7773
C -2.348 0.070 0.087 -0.4276
C 0.033 1.152 -0.505 0.4572
C 2.230 -0.063 -0.255 -0.3157
C 2.515 -0.522 1.241 -1.0396
C -0.259 -0.825 -0.625 0.3410
H -2.851 -0.351 2.146 0.3735
H -1.170 -0.944 1.565 0.2009
H -1.447 0.884 1.801 0.2392
H -2.684 -1.001 -0.287 0.2942
H -3.116 0.869 -0.252 0.3050
H 2.875 -0.711 -0.947 0.2706
H 2.551 1.064 -0.552 0.2809
H 3.424 -1.053 1.373 0.3965
H 2.126 0.155 2.097 0.2691
H 1.789 -1.347 1.491 0.2733
N -1.060 0.340 -0.783 -0.1393
N 0.858 -0.011 -0.652 0.0880
O 0.321 2.245 -0.132 -0.5270
O -0.499 -2.010 -0.805 -0.5631

---

22
Properties=species:S:1:pos:R:3:mulliken_charge:R:1 method="wB97M-V/def2-TZVPD" homo_energy_ev="-6.8 / -6.8" largest_force_ev_per_a=3.8 e_tot_ha=-1651.668094 homo_lumo_gap_ev="5.314 / 5.315"
C 3.545 2.274 -0.491 0.3758
C 1.424 -3.055 -0.287 -0.4960
C -0.013 -3.001 -0.452 -0.5034
C 2.128 -1.962 0.063 -0.4974
C -0.693 -1.821 -0.267 -0.4550
C 1.476 -0.650 0.172 0.6892
C 0.051 -0.681 0.143 0.3868
C -1.731 1.113 -0.678 -0.0515
C -3.194 2.704 1.027 -0.7437
N 3.516 3.317 -0.988 -0.4442
N 2.030 0.528 0.328 -0.5431
S -0.709 0.834 0.623 -0.1799
S 3.624 0.810 0.300 -0.1336
S -3.133 2.017 -0.657 0.0257
H 1.916 -3.892 -0.606 0.4485
H -0.637 -3.974 -0.576 0.2282
H 3.264 -1.885 0.088 0.1686
H -1.713 -1.746 -0.126 0.4751
H -1.530 0.639 -1.711 0.3337
H -2.839 3.793 1.221 0.2782
H -2.638 1.935 1.529 0.2565
H -4.144 2.705 1.346 0.3814

---

21
Properties=species:S:1:pos:R:3:mulliken_charge:R:1 method="wB97M-V/def2-TZVPD" homo_energy_ev=-12.6 largest_force_ev_per_a=6.0 de_lowest_kcal_mol=98.1 charge=+1 e_tot_ha=-416.018868 homo_lumo_gap_ev=8.726
C 1.906 -1.386 0.618 -0.7096
C 3.215 0.467 -0.439 -0.4461
C -0.776 -0.626 0.476 0.1449
N -1.469 0.409 0.452 -0.1583
N -3.952 0.590 -0.632 -0.8602
N 0.854 -0.660 1.301 -0.3380
N 2.555 -0.827 -0.504 -0.1985
O 2.311 1.474 -0.115 -0.5426
H 1.568 -2.446 0.408 0.4264
H 2.739 -1.748 1.430 0.2830
H 3.794 0.555 -1.385 0.3973
H 3.882 0.401 0.338 0.3214
H -1.246 -1.687 0.395 0.3193
H -2.565 0.569 0.198 0.4061
H -0.962 1.252 0.610 0.2476
H -4.033 1.583 -0.801 0.2926
H -4.666 0.273 -0.093 0.2471
H 1.168 0.353 1.421 0.3221
H -3.750 -0.018 -1.430 0.2892
H 2.155 -1.012 -1.350 0.2372
H 2.392 2.246 -0.741 0.3191

---

29
Properties=species:S:1:pos:R:3:mulliken_charge:R:1 method="wB97M-V/def2-TZVPD" spin_multiplicity=5 homo_energy_ev="3.2 / -0.2" largest_force_ev_per_a=8.6 charge=-3 s_squared=6.01 e_tot_ha=-5735.823617 homo_lumo_gap_ev="3.194 / 6.572"
Co 1.246 22.647 13.788 0.4211
I -1.255 23.234 12.383 -0.6190
N 0.191 22.262 15.441 0.4109
S -0.881 21.199 15.903 0.8982
O -2.165 21.453 15.299 -0.5688
O -0.824 20.640 17.260 -0.6312
F -0.379 19.924 15.100 -0.2761
S 0.143 23.206 16.888 0.8732
O 1.156 22.831 17.890 -0.5371
O -1.169 23.718 17.351 -0.5953
F 0.771 24.466 16.116 -0.2604
N 1.927 21.040 12.946 0.3932
S 2.402 20.754 11.520 0.9147
O 1.802 19.600 10.877 -0.6508
O 3.780 21.023 11.176 -0.5618
F 1.685 22.013 10.792 -0.2942
S 2.893 19.697 13.572 0.8705
O 4.332 19.987 13.683 -0.5225
O 2.369 18.340 13.251 -0.5952
F 2.278 19.913 15.059 -0.2480
N 2.673 23.906 13.831 0.2145
S 3.549 24.875 12.932 0.7324
O 4.458 24.211 11.951 -0.6326
O 3.784 26.260 13.435 -0.6984
F 2.314 25.209 11.946 -0.3600
S 3.907 23.892 14.982 0.9375
O 3.830 24.902 16.036 -0.6568
O 5.208 23.388 14.654 -0.6962
F 3.310 22.559 15.618 -0.2617

---

11
Properties=species:S:1:pos:R:3:mulliken_charge:R:1 method="wB97M-V/def2-TZVPD" homo_energy_ev=-5.3 largest_force_ev_per_a=10.6 de_lowest_kcal_mol=21.4 charge=-1 e_tot_ha=-1055.089837 homo_lumo_gap_ev=8.778
C 0.429 0.358 -0.101 0.4015
C 0.434 1.876 0.108 0.3368
N -0.854 -0.276 0.289 -0.4063
O -2.045 -2.363 0.561 -0.6593
O 0.431 -2.451 0.763 -0.6643
O -0.773 -2.014 -1.435 -0.6860
F 1.342 -0.221 -0.744 -0.1484
F 0.699 2.520 -1.068 -0.2526
F 1.448 2.242 0.950 -0.2848
S -0.764 -1.981 0.035 1.1733
H -0.348 2.310 0.641 0.1903

---

22
Properties=species:S:1:pos:R:3:mulliken_charge:R:1 method="wB97M-V/def2-TZVPD" homo_energy_ev=-12.2 largest_force_ev_per_a=5.9 de_lowest_kcal_mol=11.3 charge=+1 e_tot_ha=-1199.761685 homo_lumo_gap_ev=7.668
C -2.813 1.402 0.945 -0.1671
C -1.855 2.009 0.102 -0.6136
C -2.888 0.004 0.975 -0.8339
C -1.024 1.233 -0.607 -0.1292
C -1.973 -0.740 0.205 0.6893
C 2.792 1.419 1.197 -0.8469
C 1.930 0.764 0.468 0.3478
C -0.259 -2.475 -0.747 -0.6943
C 0.141 -1.048 -0.593 -0.3273
N -0.992 -0.108 -0.420 0.0826
S -1.787 -2.478 0.349 -0.0334
S 1.295 -0.764 0.865 -0.0473
H -3.502 1.993 1.553 0.4129
H -1.717 3.162 0.186 0.2985
H -3.793 -0.480 1.178 0.4058
H -0.224 1.703 -1.151 0.6115
H 3.362 2.229 0.732 0.2533
H 3.261 1.071 2.036 0.3719
H 1.461 1.289 -0.364 0.0041
H -0.509 -2.841 -1.691 0.4121
H 0.512 -3.075 -0.367 0.4451
H 0.748 -0.647 -1.554 0.3577

---

Copy entry 7 word for word.
11
Properties=species:S:1:pos:R:3:mulliken_charge:R:1 method="wB97M-V/def2-TZVPD" homo_energy_ev=-5.3 largest_force_ev_per_a=10.6 de_lowest_kcal_mol=21.4 charge=-1 e_tot_ha=-1055.089837 homo_lumo_gap_ev=8.778
C 0.429 0.358 -0.101 0.4015
C 0.434 1.876 0.108 0.3368
N -0.854 -0.276 0.289 -0.4063
O -2.045 -2.363 0.561 -0.6593
O 0.431 -2.451 0.763 -0.6643
O -0.773 -2.014 -1.435 -0.6860
F 1.342 -0.221 -0.744 -0.1484
F 0.699 2.520 -1.068 -0.2526
F 1.448 2.242 0.950 -0.2848
S -0.764 -1.981 0.035 1.1733
H -0.348 2.310 0.641 0.1903